[1]
The following is a DFT calculation (ωB97M-V/def2-TZVPD) of a molecular structure, C6H11NO2S2.

ORCA input file:
```
! RIJCOSX wB97M-V def2-TZVPD def2/J DEFGRID3
* xyz 0 1
C -0.299 -0.592 2.387
C -1.459 -0.129 1.607
C 0.235 -1.158 -0.139
C 0.831 -1.949 -1.268
C 0.844 2.101 -0.293
C 0.626 1.079 -1.328
N -0.685 0.824 -1.726
O -0.778 0.157 -2.790
O -1.702 1.079 -1.015
S 1.125 -0.789 1.263
S -1.408 -1.144 0.094
H -0.002 0.179 3.290
H -0.674 -1.518 2.968
H -2.499 -0.409 2.159
H -1.432 0.823 1.325
H 1.817 -1.922 -1.319
H 0.479 -1.715 -2.351
H 0.453 -2.872 -1.194
H 0.061 2.794 0.052
H 1.683 2.813 -0.414
H 1.322 1.612 0.730
H 1.460 0.734 -2.037
*
```

Computed properties:
Kohn-Sham gap (spin up / spin down)	0.2783 / 0.2783	Ha
LUMO energy (spin up / spin down)	-0.22 / -0.22	eV
ΔE to the lowest compared entry with this formula, charge and spin	125.5	kcal/mol
E_HOMO (spin up / spin down)	-7.8 / -7.8	eV


[2]
The following is a DFT calculation (ωB97M-V/def2-TZVPD) of a molecular structure, C10H23BeN4O3PS3.

ORCA input file:
```
! RIJCOSX wB97M-V def2-TZVPD def2/J DEFGRID3
* xyz -1 2
Be -0.885 1.338 -1.561
C 3.661 2.289 3.642
C 2.433 1.592 3.096
O 2.634 1.325 1.710
P 1.502 1.805 0.639
S 2.221 1.479 -1.149
S -0.244 1.048 1.230
O 1.502 3.380 0.957
C 0.517 4.154 0.197
C 1.252 5.236 -0.559
H 3.547 2.486 4.711
H 3.808 3.236 3.124
H 4.551 1.675 3.494
H 1.545 2.208 3.244
H 2.258 0.640 3.607
H -0.171 4.565 0.937
H -0.042 3.526 -0.514
H 1.825 5.878 0.115
H 0.533 5.847 -1.108
H 1.928 4.778 -1.281
O -1.127 2.627 -1.960
S -3.629 -0.211 -1.965
C -3.381 -1.861 -1.604
N -3.692 -2.253 -0.295
C -3.473 -3.541 0.185
C -2.964 -4.468 -0.701
C -2.670 -4.049 -1.990
N -2.853 -2.749 -2.430
H -4.075 -1.527 0.287
H -3.765 -3.748 1.203
H -2.819 -5.497 -0.396
H -2.292 -4.751 -2.726
N 1.012 -3.329 -0.318
C -0.089 -2.595 -1.054
C 0.346 -1.151 -1.083
N -0.739 -0.323 -1.577
H 0.818 -4.323 -0.215
H 1.120 -2.906 0.608
H 1.902 -3.200 -0.801
H -1.000 -2.750 -0.476
H -0.205 -3.061 -2.030
H 1.272 -0.997 -1.639
H 0.545 -0.805 -0.065
H -1.564 -0.430 -0.976
H -1.053 -0.590 -2.511
*
```

Computed properties:
Kohn-Sham gap (spin up / spin down)	0.1498 / 0.1690	Ha
LUMO energy (spin up / spin down)	1.02 / 0.98	eV
ΔE to the lowest compared entry with this formula, charge and spin	45.7	kcal/mol
E_HOMO (spin up / spin down)	-3.1 / -3.6	eV


[3]
The following is a DFT calculation (ωB97M-V/def2-TZVPD) of a molecular structure, C10H24O8V.

ORCA input file:
```
! RIJCOSX wB97M-V def2-TZVPD def2/J DEFGRID3
* xyz -2 2
O 24.655 -28.288 33.971
V 23.368 -27.794 33.105
O 23.125 -28.926 32.002
C 22.006 -25.624 33.910
O 21.070 -24.869 34.068
O 22.638 -26.264 34.753
O 22.076 -26.057 32.783
C 22.138 -31.925 35.433
C 21.785 -30.895 34.383
C 20.320 -30.597 34.006
O 22.244 -29.591 34.725
H 21.995 -31.454 36.406
H 23.196 -32.178 35.378
H 21.496 -32.806 35.414
H 22.312 -31.089 33.449
H 20.332 -29.867 33.196
H 19.631 -30.266 34.783
H 19.899 -31.527 33.623
H 21.939 -29.349 35.603
C 23.918 -27.769 27.038
C 23.666 -28.143 28.490
C 22.653 -29.323 28.710
O 24.839 -28.413 29.217
H 23.183 -27.174 26.496
H 24.184 -28.627 26.421
H 24.913 -27.324 27.057
H 23.082 -27.282 28.814
H 21.769 -29.152 28.095
H 22.241 -29.453 29.711
H 23.023 -30.283 28.351
H 25.225 -29.242 28.923
C 24.938 -25.037 30.042
C 25.655 -25.850 31.078
C 26.007 -25.197 32.469
O 24.843 -26.923 31.391
H 24.798 -25.523 29.076
H 25.515 -24.120 29.921
H 23.984 -24.731 30.471
H 26.623 -26.000 30.599
H 26.052 -25.844 33.346
H 25.250 -24.465 32.751
H 26.935 -24.624 32.462
H 24.794 -27.427 30.576
*
```

Computed properties:
Kohn-Sham gap (spin up / spin down)	0.1091 / 0.1362	Ha
LUMO energy (spin up / spin down)	4.59 / 4.58	eV
E_HOMO (spin up / spin down)	1.6 / 0.9	eV


[4]
The following is a DFT calculation (ωB97M-V/def2-TZVPD) of a molecular structure, C11H33AgN4O3P3.

ORCA input file:
```
! RIJCOSX wB97M-V def2-TZVPD def2/J DEFGRID3
* xyz 1 1
Ag -1.100 0.331 -1.507
C 1.134 2.761 1.068
N 1.481 2.229 -0.248
C 0.900 2.964 -1.369
P 1.802 0.623 -0.476
O 1.123 -0.005 -1.635
O 1.385 -0.053 0.936
P -0.022 -0.693 1.459
O -1.207 -0.080 0.818
N 0.093 -0.458 3.079
C -1.163 -0.215 3.795
C 1.285 0.027 3.763
N 0.077 -2.323 1.185
C 1.186 -3.036 1.818
C -0.231 -2.816 -0.157
N 3.428 0.441 -0.549
C 4.291 1.138 0.393
C 3.986 -0.781 -1.121
H 1.401 3.818 1.099
H 1.690 2.244 1.846
H 0.063 2.666 1.283
H 1.179 4.015 -1.292
H -0.198 2.912 -1.382
H 1.285 2.579 -2.311
H -1.988 -0.688 3.268
H -1.370 0.855 3.889
H -1.092 -0.646 4.794
H 2.177 -0.193 3.182
H 1.369 -0.472 4.730
H 1.233 1.106 3.939
H 1.339 -2.654 2.825
H 2.117 -2.936 1.248
H 0.937 -4.095 1.885
H -1.068 -2.258 -0.574
H -0.519 -3.865 -0.092
H 0.625 -2.729 -0.836
H 3.875 2.116 0.622
H 5.268 1.285 -0.067
H 4.428 0.575 1.323
H 3.278 -1.207 -1.828
H 4.223 -1.525 -0.354
H 4.902 -0.535 -1.659
C -4.757 0.332 -1.370
P -3.349 0.152 -2.518
C -3.895 1.160 -3.940
C -3.582 -1.555 -3.130
H -5.686 0.096 -1.890
H -4.805 1.353 -0.992
H -4.628 -0.345 -0.526
H -4.843 0.772 -4.312
H -3.153 1.123 -4.737
H -4.027 2.196 -3.630
H -4.545 -1.650 -3.632
H -3.546 -2.243 -2.285
H -2.784 -1.812 -3.826
*
```

Computed properties:
Kohn-Sham gap	0.3685	Ha
LUMO energy	-1.90	eV
E_HOMO	-11.9	eV


[5]
The following is a DFT calculation (ωB97M-V/def2-TZVPD) of a molecular structure, C3H8N2O3PS.

ORCA input file:
```
! RIJCOSX wB97M-V def2-TZVPD def2/J DEFGRID3
* xyz 1 1
C -0.577 -1.237 -0.141
C -1.106 0.299 -1.172
C -1.658 -0.159 0.136
N -0.101 -0.838 -1.267
N -1.442 0.632 1.314
O -0.210 -2.220 0.638
O 3.538 0.357 -1.049
O 2.403 -0.821 0.953
P 2.420 0.338 0.079
S 1.275 1.936 0.352
H -1.735 0.392 -2.048
H -0.590 1.234 -1.205
H -2.683 -0.416 0.034
H -0.423 1.018 1.360
H -1.314 -0.058 2.048
H -2.006 1.364 1.548
H 3.888 0.985 -1.707
H 0.321 -2.806 0.127
*
```

Computed properties:
Kohn-Sham gap	0.3705	Ha
LUMO energy	-3.82	eV
ΔE to the lowest compared entry with this formula, charge and spin	26.5	kcal/mol
E_HOMO	-13.9	eV


[6]
The following is a DFT calculation (ωB97M-V/def2-TZVPD) of a single C3H3FOS molecule.

ORCA input file:
```
! RIJCOSX wB97M-V def2-TZVPD def2/J DEFGRID3
* xyz 0 1
C -0.653 -0.203 -0.443
C 0.153 1.063 0.098
C 0.428 -1.007 0.342
H -1.726 -0.270 -0.193
H -0.234 1.885 0.844
H 1.107 1.217 -0.574
O 0.665 0.120 1.102
F -0.550 -0.307 -1.769
S 0.809 -2.497 0.592
*
```

Computed properties:
Kohn-Sham gap	0.3391	Ha
LUMO energy	-0.10	eV
ΔE to the lowest compared entry with this formula, charge and spin	41.2	kcal/mol
E_HOMO	-9.3	eV


[7]
The following is a DFT calculation (ωB97M-V/def2-TZVPD) of 2 unconnected molecules or ions with the total composition C2H2ClF3.

ORCA input file:
```
! RIJCOSX wB97M-V def2-TZVPD def2/J DEFGRID3
* xyz 0 1
C 0.249 -0.953 0.466
C -0.382 0.775 -0.454
F 1.600 -0.761 0.337
F -0.101 0.795 -1.792
F -1.686 0.755 -0.433
Cl 0.432 1.945 0.430
H -0.131 -1.916 -0.081
H 0.020 -0.639 1.527
*
```

Computed properties:
Kohn-Sham gap	0.3976	Ha
LUMO energy	0.76	eV
ΔE to the lowest compared entry with this formula, charge and spin	61.5	kcal/mol
E_HOMO	-10.1	eV


[8]
The following is a DFT calculation (ωB97M-V/def2-TZVPD) of 2 unconnected molecules or ions with the total composition C4H5F2N3.

ORCA input file:
```
! RIJCOSX wB97M-V def2-TZVPD def2/J DEFGRID3
* xyz 0 1
C -2.029 1.596 0.257
C -0.198 0.807 -0.290
C -0.501 -1.588 0.071
C 2.595 0.254 -0.359
N -0.833 1.930 -0.225
N -2.165 0.302 0.449
N -0.887 -0.225 0.177
F 2.815 -0.701 -1.250
F 2.604 -0.190 0.911
H -2.872 2.301 0.484
H 0.587 -1.637 0.187
H -0.943 -2.030 1.001
H -0.959 -2.048 -0.756
H 2.786 1.229 -0.659
*
```

Computed properties:
Kohn-Sham gap (spin up / spin down)	0.3707 / 0.2918	Ha
LUMO energy (spin up / spin down)	0.21 / -1.09	eV
ΔE to the lowest compared entry with this formula, charge and spin	127.0	kcal/mol
E_HOMO (spin up / spin down)	-9.9 / -9.0	eV


Number 1: E -33649.33147 eV. Number 2: E -65044.78429 eV. Number 3: E -52824.82377 eV. Number 4: E -55911.59790 eV. Number 5: E -32480.29034 eV. Number 6: E -18757.25532 eV. Number 7: E -22779.05208 eV. Number 8: E -14129.08436 eV.